Run one
Below is a structure of composition C45H43N5O2PS4Sn, with properties calculated with ωB97M-V/def2-TZVPD.

Charge: +1
Spin multiplicity: 1
Gap between HOMO and LUMO in eV: 6.5
LUMO level in eV: -2.911

The geometry in XYZ format:
```
101
C45H43N5O2PS4Sn, DFT ωB97M-V/def2-TZVPD
Sn 1.644 1.865 0.938
C -5.385 -10.559 1.561
O -4.938 -9.792 0.405
C -4.216 -8.662 0.623
C -3.897 -8.127 1.891
C -3.165 -6.950 1.955
C -2.746 -6.281 0.797
C -3.062 -6.840 -0.465
C -3.790 -8.009 -0.559
C -2.042 -5.049 0.850
N -1.654 -4.327 -0.239
C -1.011 -3.224 0.270
C -1.000 -3.247 1.673
N -1.655 -4.426 2.025
C -0.462 -2.242 2.469
C -0.467 -2.226 3.865
C 0.067 -1.119 4.530
C 0.561 -0.049 3.777
N 0.590 -0.047 2.423
C 0.123 -1.123 1.762
C 0.208 -1.141 0.350
N 0.904 -0.114 -0.240
C 0.988 -0.103 -1.602
C 0.414 -1.066 -2.415
C -0.286 -2.135 -1.830
C -0.385 -2.183 -0.434
H -5.900 -11.422 1.132
H -6.106 -10.005 2.166
H -4.556 -10.910 2.172
H -4.199 -8.604 2.810
H -2.945 -6.531 2.928
H -2.732 -6.314 -1.346
H -4.062 -8.437 -1.519
H -1.813 -4.818 2.939
H -0.882 -3.045 4.430
H 0.103 -1.078 5.604
H 0.985 0.820 4.262
H 1.478 0.752 -2.060
H 0.522 -0.989 -3.491
H -0.746 -2.907 -2.428
S 3.388 2.915 5.208
C 3.698 2.208 3.740
S 4.217 0.788 3.044
S 3.163 3.738 3.256
C 3.656 0.434 -5.153
C 4.179 0.125 -3.745
C 4.308 1.355 -2.867
S 4.239 0.792 -1.138
O 3.725 2.022 -0.328
C 6.024 0.636 -0.783
C 6.774 1.962 -0.655
C 6.626 2.602 0.741
H 3.588 -0.477 -5.747
H 4.311 1.114 -5.684
H 2.671 0.884 -5.134
H 5.131 -0.413 -3.775
H 3.523 -0.611 -3.272
H 3.473 2.030 -3.009
H 5.243 1.882 -3.035
H 6.433 -0.018 -1.550
H 6.039 0.087 0.156
H 6.446 2.656 -1.432
H 7.834 1.783 -0.867
H 5.602 2.931 0.917
H 7.303 3.445 0.869
H 6.860 1.892 1.531
N 0.445 2.854 -0.441
P -0.975 3.468 -0.388
C -2.246 2.204 -0.437
C -2.107 1.288 -1.493
C -2.942 0.169 -1.569
C -3.922 -0.050 -0.599
C -4.086 0.874 0.431
C -3.266 2.010 0.524
C -1.190 4.522 -1.805
C -2.462 4.965 -2.226
C -2.556 5.786 -3.356
C -1.406 6.170 -4.060
C -0.157 5.718 -3.647
C -0.045 4.897 -2.516
C -1.236 4.410 1.109
C -1.190 5.820 1.116
C -1.067 6.508 2.326
C -1.025 5.816 3.545
C -1.101 4.425 3.537
C -1.185 3.715 2.327
H -1.353 1.440 -2.256
H -2.816 -0.535 -2.378
H -4.550 -0.931 -0.649
H -4.847 0.728 1.186
H -3.424 2.718 1.334
H -3.370 4.683 -1.714
H -3.534 6.103 -3.679
H -1.503 6.811 -4.923
H 0.748 5.981 -4.177
H 0.926 4.529 -2.200
H -1.252 6.379 0.191
H -0.985 7.589 2.319
H -0.922 6.351 4.473
H -1.102 3.862 4.462
H -1.239 2.627 2.361
```

---

Run two
Below is a structure of composition C45H43N5O2PS4Sn, with properties calculated with ωB97M-V/def2-TZVPD.

Charge: +1
Spin multiplicity: 1
Gap between HOMO and LUMO (alpha / beta) in eV: 6.1 / 6.1
LUMO level (alpha / beta) in eV: -3.454 / -3.455

The geometry in XYZ format:
```
101
C45H43N5O2PS4Sn, DFT ωB97M-V/def2-TZVPD
Sn -9.405 -13.555 -17.116
C -21.907 -15.739 -23.067
O -20.824 -14.819 -23.359
C -19.723 -14.826 -22.597
C -18.728 -13.897 -22.954
C -17.577 -13.827 -22.228
C -17.324 -14.694 -21.162
C -18.290 -15.636 -20.850
C -19.466 -15.724 -21.560
C -16.019 -14.598 -20.521
N -15.074 -13.739 -20.913
C -14.028 -13.961 -20.070
C -14.300 -14.978 -19.167
N -15.599 -15.381 -19.474
C -13.394 -15.406 -18.176
C -13.596 -16.473 -17.285
C -12.613 -16.802 -16.335
C -11.433 -16.052 -16.320
N -11.258 -14.973 -17.151
C -12.195 -14.663 -18.098
C -11.884 -13.622 -19.053
N -10.708 -12.928 -18.966
C -10.300 -12.174 -20.031
C -11.153 -11.781 -21.046
C -12.432 -12.355 -21.080
C -12.788 -13.264 -20.082
H -22.704 -15.423 -23.751
H -22.264 -15.603 -22.046
H -21.636 -16.772 -23.265
H -18.927 -13.219 -23.782
H -16.788 -13.118 -22.492
H -18.091 -16.367 -20.058
H -20.166 -16.501 -21.281
H -16.182 -16.059 -18.960
H -14.536 -17.014 -17.353
H -12.750 -17.611 -15.608
H -10.608 -16.291 -15.644
H -9.260 -11.857 -20.040
H -10.822 -11.098 -21.836
H -13.176 -12.144 -21.850
S -4.764 -13.908 -15.740
C -6.341 -14.394 -15.970
S -6.311 -13.129 -17.133
S -7.487 -15.461 -15.407
C -8.296 -19.825 -18.613
C -8.023 -18.313 -18.404
C -8.748 -17.539 -19.488
S -8.542 -15.715 -19.416
O -9.508 -15.195 -20.456
C -6.823 -15.524 -20.039
C -6.767 -15.129 -21.503
C -7.009 -13.640 -21.793
H -7.756 -20.427 -17.888
H -7.992 -20.147 -19.606
H -9.365 -20.061 -18.483
H -6.956 -18.139 -18.430
H -8.359 -17.990 -17.404
H -9.825 -17.699 -19.423
H -8.422 -17.799 -20.490
H -6.373 -16.490 -19.868
H -6.340 -14.811 -19.362
H -7.516 -15.693 -22.058
H -5.786 -15.431 -21.878
H -8.067 -13.396 -21.665
H -6.737 -13.397 -22.829
H -6.425 -12.986 -21.148
N -10.429 -12.260 -15.698
P -10.069 -10.735 -15.602
C -8.347 -10.487 -15.231
C -7.767 -11.343 -14.264
C -6.404 -11.303 -14.037
C -5.629 -10.349 -14.716
C -6.214 -9.425 -15.579
C -7.595 -9.420 -15.754
C -11.022 -10.099 -14.246
C -10.740 -8.810 -13.764
C -11.465 -8.317 -12.679
C -12.464 -9.104 -12.080
C -12.759 -10.373 -12.582
C -12.057 -10.866 -13.672
C -10.442 -9.774 -17.068
C -11.711 -9.143 -17.226
C -12.061 -8.534 -18.429
C -11.135 -8.501 -19.483
C -9.873 -9.067 -19.339
C -9.507 -9.681 -18.129
H -8.411 -12.024 -13.698
H -5.921 -12.033 -13.388
H -4.555 -10.312 -14.527
H -5.602 -8.687 -16.100
H -8.059 -8.649 -16.374
H -9.972 -8.179 -14.236
H -11.226 -7.344 -12.222
H -12.974 -8.706 -11.205
H -13.526 -10.961 -12.092
H -12.274 -11.849 -14.088
H -12.404 -9.124 -16.390
H -13.064 -8.110 -18.544
H -11.405 -8.006 -20.419
H -9.150 -9.039 -20.164
H -8.535 -10.140 -18.046
```

---

Relative to the most stable structure, the computed energies are run one 0.000; run two 0.368, all in eV.

---

Run one
Below is a cluster of 2 separate species, C2H5ClNO in total, with properties calculated with ωB97M-V/def2-TZVPD.

Charge: -1
Spin multiplicity: 1
Gap between HOMO and LUMO (alpha / beta) in eV: 5.8 / 5.8
LUMO level (alpha / beta) in eV: 4.298 / 4.298

The geometry in XYZ format:
```
10
C2H5ClNO, DFT ωB97M-V/def2-TZVPD
C 1.081 -0.190 -0.357
C 0.307 0.136 -1.375
N -1.778 -0.332 1.490
O -0.480 -0.395 1.745
Cl -2.353 1.400 1.281
H 1.324 -1.221 -0.256
H 1.918 0.505 -0.016
H 0.076 -0.413 0.836
H 0.192 1.091 -1.541
H -0.287 -0.580 -1.808
```

---

Run two
Below is a cluster of 2 separate species, C2H5ClNO in total, with properties calculated with ωB97M-V/def2-TZVPD.

Charge: -1
Spin multiplicity: 1
Gap between HOMO and LUMO in eV: 7.1
LUMO level in eV: 4.478

The geometry in XYZ format:
```
10
C2H5ClNO, DFT ωB97M-V/def2-TZVPD
C 0.342 0.245 -0.418
C -0.555 -0.358 0.594
N -2.287 0.785 0.552
O -2.095 1.659 -0.266
Cl -3.558 -0.626 -0.229
H 0.735 -0.498 -1.116
H -0.240 0.985 -0.997
H 1.178 0.776 0.043
H -0.960 -1.336 0.390
H -0.325 -0.187 1.635
```

---

Relative to the most stable structure, the computed energies are run one 2.313; run two 0.000, all in eV.

---

Run one
Below is the molecule C5H4BrI, with properties calculated with ωB97M-V/def2-TZVPD.

Spin multiplicity: 1
Gap between HOMO and LUMO in eV: 7.7
SMILES: BrC1=C(I)C=CC1
LUMO level in eV: -0.009

The geometry in XYZ format:
```
11
C5H4BrI, DFT ωB97M-V/def2-TZVPD
Br -0.834 -2.747 0.555
C -0.428 -1.028 0.213
C -0.467 0.241 1.166
I -1.485 0.309 2.901
C 0.123 1.290 0.457
C 0.592 0.831 -0.733
C 0.362 -0.595 -0.971
H 0.099 2.306 0.908
H 0.817 1.320 -1.675
H -0.165 -0.735 -1.843
H 1.386 -1.190 -0.979
```

---

Run two
Below is the molecule C5H4BrI, with properties calculated with ωB97M-V/def2-TZVPD.

Spin multiplicity: 1
Gap between HOMO and LUMO (alpha / beta) in eV: 7.2 / 6.9
LUMO level (alpha / beta) in eV: -1.282 / -1.000

The geometry in XYZ format:
```
11
C5H4BrI, DFT ωB97M-V/def2-TZVPD
C -0.484 -0.981 0.823
C -0.980 0.277 0.404
C 0.654 -1.539 0.299
C 0.823 1.715 -0.827
C -0.321 1.050 -0.549
Br 1.338 2.548 -2.392
I 1.678 -3.328 1.102
H -1.037 -1.445 1.681
H -1.803 0.797 0.753
H 1.219 -0.909 -0.317
H -1.086 1.815 -0.978
```

---

Relative to the most stable structure, the computed energies are run one 0.000; run two 2.955, all in eV.